2 unconnected molecules or ions with the total composition C4H11N3O2 at a distorted geometry, computed with ωB97M-V with the def2-TZVPD basis set.

Values from the calculation:
structure (SMILES): [H]/N=C(\N)NC.CC(=O)O
ΔE to the lowest compared entry with this formula, charge and spin: 1.998 eV

CARTESIAN COORDINATES (ANGSTROEM)
O 3.857 1.060 1.502
O 1.742 1.792 1.075
N -1.180 0.089 0.245
N -1.864 -0.181 -1.916
N -0.410 -1.844 -1.126
C 2.461 -0.187 -0.088
C -1.066 -0.786 -0.894
C 2.849 0.978 0.874
C -2.305 -0.081 1.156
H -1.974 0.370 2.090
H -2.553 -0.727 -2.352
H 1.880 2.487 1.754
H -0.587 -2.192 -2.049
H 3.364 -0.772 -0.358
H 1.828 -0.890 0.429
H 2.122 0.099 -1.101
H -3.124 0.478 0.612
H -0.404 0.636 0.574
H -2.442 -1.121 1.455
H -2.194 0.792 -1.884